Entry from the Open Molecules 2025 dataset: one molecule with the formula C17H22N2O4 in a non-equilibrium geometry (ωB97M-V/def2-TZVPD).

Atoms and positions in Å:
C 0.53 3.00 -0.71
H 0.76 3.42 0.26
H -0.53 3.13 -0.92
H 1.10 3.54 -1.46
C 0.89 1.52 -0.75
C 2.34 1.28 -0.50
N 3.19 2.28 -0.53
O 4.42 1.79 -0.25
C 4.34 0.47 -0.04
C 3.03 0.07 -0.18
C 2.56 -1.32 0.01
O 3.23 -2.16 0.58
N 1.36 -1.60 -0.55
H 0.80 -0.86 -0.92
C 0.69 -2.86 -0.32
H 1.46 -3.62 -0.16
H 0.12 -3.11 -1.22
C -0.24 -2.80 0.90
C -1.14 -1.60 0.84
C -0.95 -0.53 1.69
C -1.74 0.61 1.59
C -2.72 0.70 0.62
C -2.93 -0.39 -0.25
C -2.14 -1.52 -0.13
H -2.29 -2.36 -0.78
O -3.93 -0.22 -1.16
C -4.21 -1.29 -2.04
H -4.52 -2.19 -1.50
H -3.36 -1.52 -2.69
H -5.05 -0.94 -2.65
O -3.54 1.78 0.42
C -3.38 2.89 1.27
H -3.58 2.64 2.31
H -4.12 3.62 0.93
H -2.38 3.33 1.18
H -1.56 1.43 2.27
H -0.18 -0.57 2.45
H -0.84 -3.72 0.93
H 0.37 -2.76 1.80
C 5.58 -0.28 0.28
H 6.24 -0.30 -0.58
H 5.31 -1.29 0.56
H 6.10 0.21 1.10
H 0.30 0.99 0.01
H 0.63 1.12 -1.73

Output
LUMO energy ... 0.66 eV
Net charge ... 0
E_HOMO ... -8.264 eV
Maximum force ... 1.25 eV Å⁻¹
ΔE to the lowest compared entry with this formula, charge and spin ... 280.0 kJ/mol
Kohn-Sham gap ... 8.9 eV
E ... -1071.4349 a.u.
SMILES ... CCc1noc(C)c1C(=O)NCCc1ccc(OC)c(OC)c1

---

Entry from the Open Molecules 2025 dataset: one molecule with the formula CHN3O2S (ωB97M-V/def2-TZVPD).

Atoms and positions in Å:
C 0.61 0.84 -0.10
H -2.44 -0.24 0.98
N -0.36 -0.14 0.05
N 1.60 -1.11 -0.23
N 1.83 0.10 -0.22
O 0.27 -1.40 -0.07
O 0.49 2.03 -0.12
S -2.01 -0.07 -0.29

Output
LUMO energy ... -0.42 eV
Net charge ... 0
E_HOMO ... -10.604 eV
Maximum force ... 0.66 eV Å⁻¹
ΔE to the lowest compared entry with this formula, charge and spin ... 304.5 kJ/mol
Kohn-Sham gap ... 10.2 eV
E ... -751.5206 a.u.
SMILES ... O=c1nnon1S

---

Entry from the Open Molecules 2025 dataset: a 2-piece molecular cluster, C4H10O2 overall in a non-equilibrium geometry (ωB97M-V/def2-TZVPD).

Atoms and positions in Å:
C -1.85 0.51 -1.84
O -3.20 0.70 -1.46
C -1.45 1.56 -2.86
H -1.68 -0.48 -2.27
H -1.19 0.63 -0.97
H -3.30 0.56 -0.52
H -1.17 2.51 -2.41
H -2.25 1.75 -3.56
H -0.59 1.23 -3.43
C 3.09 -1.10 1.23
C 2.20 -0.58 2.18
O 1.85 -1.37 3.14
H 3.25 -0.62 0.28
H 3.63 -1.97 1.59
H 1.83 0.44 2.32
H 0.99 -1.15 3.55

Output
LUMO energy (spin up / spin down) ... -5.60 / -8.84 eV
Net charge ... +1
⟨S²⟩ ... 0.755
E_HOMO (spin up / spin down) ... -12.594 / -12.594 eV
Maximum force ... 1.14 eV Å⁻¹
2S+1 ... 2
ΔE to the lowest compared entry with this formula, charge and spin ... 239.6 kJ/mol
Kohn-Sham gap (spin up / spin down) ... 7.0 / 3.8 eV
E ... -308.4896 a.u.

---

Entry from the Open Molecules 2025 dataset: C27H37ClN8OPtS5 as an isolated structure (ωB97M-V/def2-TZVPD).

Atoms and positions in Å:
Pt 0.38 1.16 -2.33
N -1.21 4.27 -0.62
C -0.26 4.44 -1.56
N 0.15 3.53 -2.40
C 1.03 4.08 -3.33
C 1.36 5.37 -3.12
S 0.48 6.00 -1.77
C 1.44 3.21 -4.44
C 2.06 3.59 -5.57
S 2.27 2.23 -6.61
C 1.48 1.22 -5.44
N 1.12 1.87 -4.35
N 1.25 -0.08 -5.67
H -1.34 2.30 -0.67
H -1.29 4.94 0.12
H 2.05 5.98 -3.68
H 2.36 4.58 -5.88
H 1.67 -0.52 -6.47
H 0.91 -0.67 -4.92
S 0.38 -3.41 -2.49
C 0.43 -1.74 -2.94
S -1.00 -0.72 -3.07
S 1.82 -0.87 -2.32
C -4.18 4.02 -0.61
C -3.21 2.99 -1.18
C -3.71 1.58 -0.92
C -3.04 3.21 -2.69
N -1.94 3.08 -0.42
H -5.16 3.92 -1.07
H -3.83 5.04 -0.79
H -4.29 3.87 0.47
H -4.69 1.43 -1.36
H -3.77 1.39 0.15
H -3.03 0.84 -1.36
H -4.01 3.11 -3.19
H -2.35 2.48 -3.11
H -2.67 4.22 -2.90
C 0.03 -5.55 2.50
C -0.59 -4.21 2.89
C -0.13 -3.84 4.31
C -2.11 -4.41 2.95
C -0.23 -3.10 1.83
O -1.10 -3.23 0.69
C 1.20 -3.19 1.27
C 2.43 -3.00 2.18
C 2.79 -1.56 2.46
C 2.69 -1.00 3.73
C 3.01 0.33 3.96
C 3.44 1.11 2.90
Cl 3.81 2.79 3.17
C 3.56 0.58 1.63
C 3.23 -0.75 1.42
C -0.61 -1.72 2.39
N -0.31 -0.59 1.52
C -0.35 -0.49 0.20
N 0.04 0.73 -0.16
C 0.31 1.34 1.03
N 0.09 0.58 2.07
H -0.33 -6.32 3.18
H 1.12 -5.54 2.57
H -0.25 -5.84 1.49
H -0.31 -4.69 4.97
H -0.70 -3.00 4.72
H 0.93 -3.59 4.37
H -2.34 -5.14 3.73
H -2.51 -4.78 2.01
H -2.65 -3.49 3.20
H -0.67 -3.72 -0.02
H 1.28 -2.48 0.45
H 1.28 -4.17 0.81
H 3.27 -3.45 1.66
H 2.33 -3.55 3.12
H 2.35 -1.62 4.56
H 2.91 0.76 4.95
H 3.89 1.20 0.81
H 3.30 -1.16 0.41
H -0.09 -1.50 3.32
H -1.68 -1.72 2.59
H -0.65 -1.28 -0.47
H 0.68 2.34 1.12

Output
LUMO energy (spin up / spin down) ... 0.24 / -1.73 eV
Net charge ... 0
⟨S²⟩ ... 6.016
E_HOMO (spin up / spin down) ... -5.525 / -7.528 eV
Maximum force ... 0.51 eV Å⁻¹
2S+1 ... 5
ΔE to the lowest compared entry with this formula, charge and spin ... 41.6 kJ/mol
Kohn-Sham gap (spin up / spin down) ... 5.8 / 5.8 eV
E ... -4134.7327 a.u.

---

Entry from the Open Molecules 2025 dataset: C23H20N4OReS3 as an isolated structure (ωB97M-V/def2-TZVPD).

Atoms and positions in Å:
Re 1.18 0.97 -0.48
C 0.08 -1.28 -4.15
C 0.90 -0.72 -3.04
N 0.30 0.05 -2.15
N -1.06 0.19 -2.39
C -1.69 1.04 -1.68
S -0.84 2.05 -0.49
S -3.37 1.28 -2.01
C -4.01 2.18 -0.56
C -4.49 1.30 0.56
C -5.85 1.24 0.84
C -6.32 0.44 1.87
C -5.44 -0.31 2.63
C -4.08 -0.26 2.35
C -3.61 0.54 1.32
C 2.33 -1.01 -3.00
C 2.89 -2.04 -3.78
C 4.25 -2.27 -3.80
C 5.11 -1.47 -3.05
C 4.60 -0.45 -2.26
C 3.23 -0.26 -2.23
O 2.76 0.72 -1.39
H -0.47 -0.47 -4.63
H 0.68 -1.79 -4.90
H -0.68 -1.96 -3.75
H -3.26 2.91 -0.24
H -4.84 2.75 -0.98
H -6.55 1.82 0.25
H -7.39 0.41 2.07
H -5.81 -0.93 3.43
H -3.39 -0.85 2.94
H -2.54 0.57 1.12
H 2.25 -2.68 -4.37
H 4.65 -3.07 -4.40
H 6.17 -1.64 -3.08
H 5.24 0.18 -1.66
N 0.54 3.37 2.02
C 0.98 2.18 2.40
N 1.38 1.22 1.54
C 1.86 0.08 2.25
C 2.39 -1.07 1.68
C 2.77 -2.10 2.53
C 2.63 -1.99 3.91
C 2.10 -0.84 4.48
C 1.72 0.18 3.62
S 1.07 1.75 4.06
H 0.69 3.72 1.09
H 0.24 4.04 2.71
H 2.54 -1.19 0.61
H 3.19 -3.01 2.11
H 2.94 -2.80 4.55
H 2.00 -0.74 5.55

Output
LUMO energy (spin up / spin down) ... -8.40 / -8.72 eV
Net charge ... +2
⟨S²⟩ ... 3.776
E_HOMO (spin up / spin down) ... -13.613 / -13.617 eV
Maximum force ... 0.57 eV Å⁻¹
2S+1 ... 4
ΔE to the lowest compared entry with this formula, charge and spin ... 0.0 kJ/mol
Kohn-Sham gap (spin up / spin down) ... 5.2 / 4.9 eV
E ... -2455.0007 a.u.

---

Entry from the Open Molecules 2025 dataset: a 2-piece molecular cluster, C4H9NO overall (ωB97M-V/def2-TZVPD).

Atoms and positions in Å:
C -1.67 0.92 1.40
C 0.69 -0.72 -0.80
C -0.48 -0.53 -1.71
N 1.30 0.26 -0.27
C 2.42 -0.05 0.52
O 3.24 -0.90 0.27
H -2.15 0.06 0.92
H -2.34 1.78 1.37
H -1.45 0.67 2.44
H 1.01 -1.75 -0.60
H -0.21 -0.84 -2.72
H -0.80 0.51 -1.72
H -1.32 -1.17 -1.39
H -0.74 1.16 0.88
H 2.51 0.61 1.40

Output
LUMO energy ... 0.41 eV
Net charge ... 0
E_HOMO ... -10.082 eV
Maximum force ... 0.49 eV Å⁻¹
ΔE to the lowest compared entry with this formula, charge and spin ... 147.6 kJ/mol
Kohn-Sham gap ... 10.5 eV
E ... -287.7762 a.u.
SMILES ... C/C=N/C=O.C

---

Entry from the Open Molecules 2025 dataset: one molecule with the formula C6H5NO3 in a non-equilibrium geometry (ωB97M-V/def2-TZVPD).

Atoms and positions in Å:
C -1.29 0.13 -1.48
C -0.52 -0.16 -0.34
C -0.78 -1.26 0.41
C 1.02 -0.75 1.86
C 1.43 0.32 1.06
C 0.56 0.67 0.02
H -1.14 1.44 -2.90
H -1.40 -2.06 0.09
H 1.68 -1.15 2.73
H 2.48 1.89 1.64
H 0.74 1.50 -0.53
N -0.08 -1.42 1.57
O -0.91 1.36 -2.00
O -2.20 -0.58 -1.89
O 2.56 1.04 1.24

Output
LUMO energy ... -0.02 eV
Net charge ... 0
E_HOMO ... -9.535 eV
Maximum force ... 3.52 eV Å⁻¹
ΔE to the lowest compared entry with this formula, charge and spin ... 112.4 kJ/mol
Kohn-Sham gap ... 9.5 eV
E ... -512.0963 a.u.
SMILES ... O=C(O)c1cncc(O)c1

---

Entry from the Open Molecules 2025 dataset: a 3-piece molecular cluster, C4H15NO2S overall in a non-equilibrium geometry (ωB97M-V/def2-TZVPD).

Atoms and positions in Å:
C 0.12 -0.11 0.91
N -0.40 0.94 0.08
C -0.26 0.83 -1.34
C -1.83 0.52 -1.93
S -3.41 0.76 -1.11
C 0.27 2.13 -2.07
H -0.50 -1.09 0.70
H 1.30 -0.25 0.81
H -0.10 0.20 1.98
H -0.24 1.84 0.37
H 0.36 -0.13 -1.82
H -1.90 0.81 -3.01
H -1.73 -0.62 -1.95
H -3.44 1.92 -0.23
H 1.34 2.14 -1.64
H 0.26 1.98 -3.16
H -0.19 3.13 -1.69
H -0.41 -3.44 1.25
H -1.86 -4.11 0.99
O -1.23 -3.50 0.78
H 4.76 -1.92 4.46
H 4.59 -1.06 3.37
O 4.50 -0.97 4.25

Output
LUMO energy ... 0.57 eV
Net charge ... 0
E_HOMO ... -8.410 eV
Maximum force ... 4.90 eV Å⁻¹
ΔE to the lowest compared entry with this formula, charge and spin ... 319.4 kJ/mol
Kohn-Sham gap ... 9.0 eV
E ... -764.7006 a.u.
SMILES ... CN[C@H](C)CS.O.O

---

Entry from the Open Molecules 2025 dataset: a 2-piece molecular cluster, C34H30N3O3P overall in a non-equilibrium geometry (ωB97M-V/def2-TZVPD).

Atoms and positions in Å:
C 3.25 5.55 3.82
C 4.06 4.84 2.94
C 3.49 4.02 1.96
C 2.10 3.89 1.87
P 1.30 2.88 0.58
C 2.13 3.46 -0.94
C 2.89 2.59 -1.72
C 3.42 3.04 -2.93
C 3.20 4.36 -3.35
C 2.45 5.22 -2.55
C 1.91 4.78 -1.34
C 1.79 1.20 0.64
C 0.94 0.23 1.15
N 0.28 -0.64 1.60
O -0.18 3.10 0.53
C 1.28 4.61 2.76
C 1.86 5.44 3.72
H 3.69 6.20 4.58
H 5.15 4.92 3.01
H 4.14 3.49 1.26
H 3.05 1.56 -1.40
H 4.00 2.36 -3.55
H 3.60 4.70 -4.30
H 2.26 6.25 -2.87
H 1.32 5.44 -0.71
H 2.86 0.97 0.68
H 0.20 4.53 2.66
H 1.21 6.01 4.39
C -6.18 -3.48 4.68
O -4.78 -3.76 4.93
C -3.96 -3.97 3.86
C -2.60 -4.23 4.14
C -1.70 -4.44 3.10
C -2.12 -4.31 1.77
N -1.17 -4.52 0.75
C -0.94 -3.78 -0.39
C -1.44 -2.41 -0.55
C -1.09 -1.69 -1.78
C -0.89 -0.35 -1.78
C -0.64 0.40 -3.00
C -0.38 1.79 -2.94
C 0.01 2.49 -4.07
C 0.14 1.82 -5.29
C -0.20 0.47 -5.40
C -0.63 -0.23 -4.27
O -2.11 -1.88 0.35
N 0.13 -4.34 -1.01
C 0.82 -3.89 -2.21
C 0.53 -5.47 -0.31
C -0.24 -5.57 0.78
C -3.46 -4.05 1.49
C -4.39 -3.91 2.51
H -6.61 -3.39 5.68
H -6.30 -2.53 4.13
H -6.66 -4.30 4.13
H -2.28 -4.27 5.18
H -0.66 -4.66 3.33
H -1.05 -2.30 -2.69
H -0.92 0.22 -0.84
H -0.48 2.29 -1.97
H 0.22 3.56 -3.99
H 0.49 2.37 -6.17
H -0.15 -0.04 -6.36
H -0.95 -1.27 -4.38
H 1.75 -4.47 -2.30
H 0.22 -4.08 -3.11
H 1.08 -2.83 -2.14
H 1.36 -6.07 -0.64
H -0.20 -6.28 1.59
H -3.79 -3.95 0.45
H -5.44 -3.73 2.27

Output
LUMO energy ... -1.52 eV
Net charge ... 0
E_HOMO ... -5.788 eV
Maximum force ... 3.72 eV Å⁻¹
Kohn-Sham gap ... 4.3 eV
E ... -2044.8710 a.u.

---

Entry from the Open Molecules 2025 dataset: C5H78NO39S2 as an isolated structure in a non-equilibrium geometry (ωB97M-V/def2-TZVPD).

Atoms and positions in Å:
C -0.38 -0.57 2.16
C -1.34 -0.11 1.63
C -2.55 0.66 1.39
C -2.32 1.82 0.40
C -0.90 2.39 0.26
S -0.20 3.00 1.79
O -1.12 2.81 2.88
O 0.13 4.38 1.59
N 1.17 2.17 2.14
S 2.09 2.00 0.90
O 2.07 3.13 -0.01
O 1.88 0.77 0.15
H 0.54 -0.87 2.55
H -3.26 -0.02 0.93
H -3.00 1.03 2.30
H -2.58 1.43 -0.59
H -2.98 2.64 0.58
H -0.98 3.25 -0.39
H -0.29 1.67 -0.26
H 3.38 1.92 1.30
O -4.55 3.92 0.67
H -4.86 4.58 1.30
H -5.35 3.64 0.20
O -1.36 -0.63 4.88
H -1.14 0.30 4.74
H -0.70 -0.93 5.53
O -0.63 -1.75 -0.73
H -0.05 -1.02 -0.97
H -0.03 -2.47 -0.52
O -3.10 5.11 2.90
H -2.41 5.75 2.66
H -2.62 4.27 2.97
O -3.16 7.52 0.72
H -3.53 6.64 0.58
H -3.91 8.05 0.99
O 4.68 2.14 -1.25
H 4.49 1.21 -1.38
H 3.81 2.54 -1.13
O 1.47 0.86 -2.87
H 1.65 -0.07 -3.07
H 1.67 0.93 -1.92
O -5.94 7.24 0.88
H -6.24 7.90 1.52
H -6.74 6.98 0.42
O 2.59 -2.51 -2.60
H 3.55 -2.48 -2.68
H 2.39 -3.45 -2.68
O -1.03 4.33 -2.61
H -1.20 4.08 -3.53
H -0.66 5.21 -2.66
O -3.50 -2.24 2.14
H -3.39 -3.18 2.01
H -3.24 -2.08 3.05
O -2.35 1.14 7.54
H -2.09 2.01 7.24
H -2.18 0.57 6.78
O 3.08 -4.62 -4.37
H 3.03 -3.97 -5.08
H 3.58 -5.35 -4.75
O 5.06 -4.07 -1.88
H 6.02 -4.03 -1.97
H 4.86 -5.01 -1.97
O 0.31 -5.95 -5.20
H -0.33 -5.25 -5.36
H 0.86 -5.61 -4.47
O 7.05 -4.45 -3.83
H 6.80 -3.62 -4.24
H 6.70 -5.12 -4.43
O -5.28 9.27 -1.41
H -4.94 10.17 -1.46
H -4.64 8.81 -0.86
O 5.32 -7.32 -1.76
H 5.42 -8.26 -1.93
H 5.57 -7.22 -0.82
O 5.70 -5.82 0.42
H 5.05 -5.13 0.25
H 6.21 -5.50 1.17
O 5.30 -2.06 -5.25
H 5.82 -1.74 -6.00
H 5.09 -1.27 -4.75
O 6.02 -5.72 3.31
H 5.82 -6.66 3.23
H 5.16 -5.30 3.45
O -4.00 10.07 1.03
H -4.54 10.87 1.00
H -3.36 10.24 1.73
O -0.20 2.59 -4.85
H 0.35 2.09 -4.23
H 0.25 2.50 -5.70
O -2.35 -4.52 -5.69
H -2.78 -3.84 -5.17
H -3.07 -4.94 -6.16
O -1.09 5.78 5.53
H -0.46 6.22 4.95
H -1.76 5.44 4.93
O -4.76 3.55 7.32
H -4.17 4.26 7.04
H -4.17 2.82 7.54
O 4.09 -4.02 4.79
H 4.27 -3.08 4.70
H 4.72 -4.32 5.45
O -0.33 -3.45 -3.11
H -0.79 -2.79 -2.56
H -1.03 -3.90 -3.59
O -3.41 1.31 4.74
H -3.63 0.37 4.70
H -4.26 1.74 4.88
O -3.09 -0.28 9.97
H -2.58 -0.02 9.19
H -3.24 0.55 10.43
O 3.12 -8.92 -3.70
H 2.49 -8.20 -3.84
H 3.64 -8.63 -2.94
O -7.97 8.25 -1.70
H -8.29 8.15 -2.60
H -7.39 9.03 -1.73
O 1.20 -10.82 -5.19
H 0.56 -10.11 -5.33
H 1.72 -10.53 -4.43
O -2.08 -3.36 -8.56
H -1.55 -3.91 -7.97
H -1.68 -3.46 -9.42
O 7.86 -2.88 2.82
H 8.26 -3.06 1.97
H 7.18 -3.56 2.91

Output
LUMO energy ... 1.36 eV
Net charge ... -1
E_HOMO ... -5.901 eV
Maximum force ... 2.00 eV Å⁻¹
Kohn-Sham gap ... 7.3 eV
E ... -4022.7573 a.u.

---

Entry from the Open Molecules 2025 dataset: a 2-piece molecular cluster, C4H12 overall in a non-equilibrium geometry (ωB97M-V/def2-TZVPD).

Atoms and positions in Å:
C 2.18 -0.26 -0.66
C 2.35 1.27 -0.71
H 3.01 -0.85 -1.04
H 2.11 -0.70 0.34
H 1.26 -0.49 -1.19
H 1.42 1.74 -1.01
H 3.20 1.48 -1.37
H 2.77 1.68 0.21
C -2.42 -1.08 0.18
C -2.12 0.06 1.19
H -3.13 -1.79 0.61
H -2.71 -0.64 -0.76
H -1.50 -1.68 0.14
H -2.69 0.91 0.79
H -1.07 0.27 1.31
H -2.62 -0.04 2.15

Output
LUMO energy ... 1.11 eV
Net charge ... 0
E_HOMO ... -11.480 eV
Maximum force ... 2.13 eV Å⁻¹
ΔE to the lowest compared entry with this formula, charge and spin ... 58.8 kJ/mol
Kohn-Sham gap ... 12.6 eV
E ... -159.5626 a.u.
SMILES ... CC.CC

---

Please write out number 9 again, unchanged.
Entry from the Open Molecules 2025 dataset: a 2-piece molecular cluster, C34H30N3O3P overall in a non-equilibrium geometry (ωB97M-V/def2-TZVPD).

Atoms and positions in Å:
C 3.25 5.55 3.82
C 4.06 4.84 2.94
C 3.49 4.02 1.96
C 2.10 3.89 1.87
P 1.30 2.88 0.58
C 2.13 3.46 -0.94
C 2.89 2.59 -1.72
C 3.42 3.04 -2.93
C 3.20 4.36 -3.35
C 2.45 5.22 -2.55
C 1.91 4.78 -1.34
C 1.79 1.20 0.64
C 0.94 0.23 1.15
N 0.28 -0.64 1.60
O -0.18 3.10 0.53
C 1.28 4.61 2.76
C 1.86 5.44 3.72
H 3.69 6.20 4.58
H 5.15 4.92 3.01
H 4.14 3.49 1.26
H 3.05 1.56 -1.40
H 4.00 2.36 -3.55
H 3.60 4.70 -4.30
H 2.26 6.25 -2.87
H 1.32 5.44 -0.71
H 2.86 0.97 0.68
H 0.20 4.53 2.66
H 1.21 6.01 4.39
C -6.18 -3.48 4.68
O -4.78 -3.76 4.93
C -3.96 -3.97 3.86
C -2.60 -4.23 4.14
C -1.70 -4.44 3.10
C -2.12 -4.31 1.77
N -1.17 -4.52 0.75
C -0.94 -3.78 -0.39
C -1.44 -2.41 -0.55
C -1.09 -1.69 -1.78
C -0.89 -0.35 -1.78
C -0.64 0.40 -3.00
C -0.38 1.79 -2.94
C 0.01 2.49 -4.07
C 0.14 1.82 -5.29
C -0.20 0.47 -5.40
C -0.63 -0.23 -4.27
O -2.11 -1.88 0.35
N 0.13 -4.34 -1.01
C 0.82 -3.89 -2.21
C 0.53 -5.47 -0.31
C -0.24 -5.57 0.78
C -3.46 -4.05 1.49
C -4.39 -3.91 2.51
H -6.61 -3.39 5.68
H -6.30 -2.53 4.13
H -6.66 -4.30 4.13
H -2.28 -4.27 5.18
H -0.66 -4.66 3.33
H -1.05 -2.30 -2.69
H -0.92 0.22 -0.84
H -0.48 2.29 -1.97
H 0.22 3.56 -3.99
H 0.49 2.37 -6.17
H -0.15 -0.04 -6.36
H -0.95 -1.27 -4.38
H 1.75 -4.47 -2.30
H 0.22 -4.08 -3.11
H 1.08 -2.83 -2.14
H 1.36 -6.07 -0.64
H -0.20 -6.28 1.59
H -3.79 -3.95 0.45
H -5.44 -3.73 2.27

Output
LUMO energy ... -1.52 eV
Net charge ... 0
E_HOMO ... -5.788 eV
Maximum force ... 3.72 eV Å⁻¹
Kohn-Sham gap ... 4.3 eV
E ... -2044.8710 a.u.

---

Q: The highest E belongs to which entry?
A: C4H12

---

Q: Which value of maximum force does entry 2 give?
A: 0.66 eV Å⁻¹

---

Q: Which formula does entry 11 have?
A: C4H12